Entry 1:
ORCA calculation (wB97M-V/def2-TZVPD) on a structure of composition C25H47AlAsN6OSe2Si3.

Geometry (Å):
Al 0.218 -0.058 0.259
Se -3.284 0.665 0.989
Se -3.281 -0.762 -0.784
C -2.074 -2.139 -0.159
C -2.520 -3.457 -0.166
C -1.671 -4.463 0.258
C -0.387 -4.120 0.677
C -0.028 -2.791 0.658
N -0.844 -1.815 0.250
C -2.010 2.048 0.512
C -2.438 3.372 0.532
C -1.533 4.382 0.249
C -0.226 4.029 -0.079
C 0.117 2.695 -0.076
N -0.745 1.718 0.232
H -3.532 -3.669 -0.474
H -1.998 -5.492 0.273
H 0.306 -4.869 1.021
H 0.958 -2.450 0.967
H -3.470 3.594 0.760
H -1.835 5.417 0.276
H 0.500 4.788 -0.325
H 1.120 2.352 -0.320
C -1.832 0.390 4.134
N -0.467 -0.066 4.268
C 0.412 -0.260 3.301
N 1.649 -0.625 3.642
O 0.136 -0.105 2.055
H -2.182 0.729 5.104
H -2.484 -0.413 3.787
H -1.882 1.220 3.431
H -0.157 -0.232 5.216
H 1.910 -0.769 4.604
H 2.350 -0.756 2.927
C -0.545 -2.038 -4.805
N -0.530 -1.071 -3.742
C -0.986 0.208 -3.829
C -0.773 0.782 -2.614
N -0.191 -0.133 -1.778
C -0.063 -1.240 -2.508
H -1.379 -1.828 -5.471
H -0.650 -3.048 -4.412
H 0.380 -1.987 -5.384
H -1.429 0.620 -4.713
H -1.016 1.779 -2.313
H 0.367 -2.158 -2.155
C 3.532 -3.246 -0.842
Si 4.047 -2.044 0.548
C 5.915 -1.742 0.682
C 3.528 -2.799 2.242
As 2.739 0.019 -0.040
Si 3.485 0.407 -2.369
C 2.984 -0.967 -3.607
C 2.717 2.038 -3.007
C 5.376 0.485 -2.198
Si 3.658 1.982 1.197
C 5.316 1.580 2.032
C 2.385 2.414 2.565
C 3.892 3.448 0.002
H 3.751 -4.276 -0.579
H 4.080 -3.036 -1.756
H 2.467 -3.187 -1.065
H 6.394 -2.627 1.092
H 6.155 -0.920 1.346
H 6.387 -1.543 -0.272
H 3.934 -3.806 2.274
H 2.462 -2.901 2.427
H 3.979 -2.270 3.078
H 2.272 -0.584 -4.329
H 2.564 -1.858 -3.155
H 3.856 -1.279 -4.173
H 1.678 2.168 -2.712
H 2.749 2.062 -4.093
H 3.275 2.904 -2.671
H 5.819 -0.499 -2.308
H 5.686 0.885 -1.237
H 5.812 1.109 -2.971
H 5.264 0.744 2.724
H 5.640 2.446 2.603
H 6.098 1.379 1.307
H 2.595 1.874 3.483
H 1.354 2.217 2.277
H 2.457 3.469 2.810
H 4.650 3.227 -0.744
H 4.245 4.314 0.557
H 2.988 3.752 -0.516

The value obtained for the LUMO energy is -8.3 eV. As for the total energy: -9533.59423 hartree. The spin multiplicity is 1. The molar mass is 791.774 g/mol. The total charge is +3. For the largest force on an atom, the calculation gives 1.5 eV Å⁻¹.

Entry 2:
ORCA calculation (wB97M-V/def2-TZVPD) on a cluster of 2 separate species, C4H12Cl2NSi in total.

Geometry (Å):
C -0.636 0.790 -1.700
C -1.330 1.142 0.623
C 2.354 0.033 1.202
C -1.224 0.330 -0.409
N -1.644 -1.112 -0.378
Si 2.816 -1.579 0.273
Cl 4.434 -1.322 -0.964
Cl 1.150 -2.169 -0.780
H -1.462 0.594 -2.442
H -0.327 1.716 -1.613
H 0.206 0.220 -1.791
H 1.289 0.173 1.137
H -1.711 1.059 1.678
H -1.085 2.214 0.681
H 2.725 -0.205 2.284
H 2.886 0.836 0.793
H -0.881 -1.482 -0.948
H -2.514 -1.266 -0.919
H -1.722 -1.302 0.604
H 2.972 -2.615 1.221

The value obtained for the LUMO energy is -3.4 eV. As for the total energy: -1424.02496 hartree. The spin multiplicity is 1. The calculation puts the relative energy (zero: lowest compared OMol25 entry of this formula, charge and spin) at 40.62 kcal per mole. The molar mass is 173.139 g/mol. The total charge is +1. For the largest force on an atom, the calculation gives 6.2 eV Å⁻¹.

Entry 3:
ORCA calculation (wB97M-V/def2-TZVPD) on a structure of composition C6H18CsO6.

Geometry (Å):
Cs -0.525 0.683 -1.781
C 1.939 3.853 -1.272
C 2.522 2.721 -0.464
O 1.457 1.893 0.054
O 1.424 4.900 -0.456
H 1.122 3.449 -1.887
H 2.687 4.321 -1.905
H 3.168 3.078 0.339
H 3.162 2.075 -1.076
H 1.435 1.974 1.011
H 0.637 4.591 0.002
C -3.886 -0.715 -0.389
C -3.196 -0.403 0.904
O -2.097 0.491 0.678
O -3.007 -1.312 -1.346
H -4.331 0.177 -0.834
H -4.726 -1.386 -0.175
H -2.836 -1.340 1.355
H -3.889 0.038 1.627
H -1.764 0.797 1.526
H -2.487 -1.976 -0.876
C 1.861 -3.211 0.714
C 1.023 -1.963 0.561
O 0.271 -1.952 -0.661
O 1.055 -4.363 0.660
H 2.411 -3.135 1.654
H 2.573 -3.267 -0.121
H 1.682 -1.089 0.676
H 0.293 -1.921 1.373
H 0.897 -2.150 -1.370
H 1.124 -4.858 1.479

The value obtained for the LUMO energy is -2.9 eV. As for the total energy: -710.76459 hartree. The spin multiplicity is 1. The calculation puts the relative energy (zero: lowest compared OMol25 entry of this formula, charge and spin) at 0.00 kcal per mole. The molar mass is 319.109 g/mol. The total charge is +1. For the largest force on an atom, the calculation gives 0.7 eV Å⁻¹.

Entry 4:
ORCA calculation (wB97M-V/def2-TZVPD) on a structure of composition C53H49BClN9O2Zr.

Geometry (Å):
Zr -0.172 0.348 0.687
C 4.712 -0.518 2.827
C 3.301 -0.928 2.572
C 2.461 -1.611 3.428
C 1.249 -1.715 2.755
N 1.351 -1.157 1.545
N 2.626 -0.674 1.434
B 3.264 -0.013 0.173
N 3.135 -0.708 -1.186
N 2.252 -0.230 -2.098
C 2.588 -0.771 -3.257
C 3.704 -1.619 -3.110
C 4.034 -1.532 -1.776
C 5.137 -2.182 -1.011
C 1.875 -0.341 -4.479
C 1.845 1.015 -4.797
C 1.198 1.457 -5.942
C 0.563 0.544 -6.774
C 0.581 -0.809 -6.456
C 1.236 -1.250 -5.315
N 2.734 1.423 -0.066
N 1.417 1.782 -0.168
C 1.410 3.025 -0.679
C 2.708 3.431 -0.963
C 3.517 2.388 -0.565
C 4.999 2.274 -0.685
C 0.262 3.935 -0.820
C 0.042 4.553 -2.050
C -0.934 5.528 -2.171
C -1.690 5.896 -1.064
C -1.464 5.292 0.163
C -0.484 4.317 0.289
C -0.002 -2.282 3.276
C 0.058 -3.335 4.188
C -1.098 -3.843 4.756
C -2.333 -3.297 4.433
C -2.411 -2.257 3.520
C -1.250 -1.772 2.945
H 4.981 -0.791 3.846
H 5.406 -1.005 2.142
H 4.831 0.559 2.715
H 2.686 -1.946 4.426
H 4.421 0.070 0.444
H 4.208 -2.187 -3.874
H 5.584 -2.976 -1.606
H 5.921 -1.468 -0.749
H 4.769 -2.622 -0.082
H 2.342 1.717 -4.138
H 1.191 2.513 -6.186
H 0.056 0.884 -7.669
H 0.077 -1.522 -7.096
H 1.229 -2.300 -5.052
H 3.008 4.387 -1.356
H 5.389 3.184 -1.138
H 5.473 2.138 0.286
H 5.275 1.428 -1.315
H 0.636 4.258 -2.907
H -1.105 6.004 -3.128
H -2.456 6.655 -1.160
H -2.058 5.569 1.023
H -0.280 3.858 1.249
H 1.020 -3.762 4.441
H -1.035 -4.667 5.455
H -3.235 -3.683 4.890
H -3.362 -1.815 3.261
H -1.381 -0.967 2.215
C -4.821 0.247 0.665
C -4.320 0.537 2.057
C -5.169 0.234 3.115
C -4.871 0.631 4.408
C -3.763 1.426 4.624
C -2.899 1.772 3.584
C -1.877 2.841 3.860
C -3.115 1.226 2.317
N -2.189 1.401 1.220
C -2.700 2.233 0.267
O -3.617 3.026 0.392
C -2.129 1.961 -1.104
C -2.566 2.489 -2.301
C -2.132 1.881 -3.476
C -1.398 0.700 -3.440
C -1.050 0.209 -2.198
N -1.329 0.900 -1.099
C -0.677 -1.230 -1.891
O -0.708 -2.059 -2.778
N -0.484 -1.453 -0.554
C -0.613 -2.837 -0.145
C -1.889 -3.267 0.239
C -3.070 -2.359 0.104
C -2.065 -4.551 0.738
C -0.993 -5.419 0.843
C 0.248 -5.013 0.390
C 0.453 -3.737 -0.129
C 1.792 -3.404 -0.701
H -5.446 -0.646 0.657
H -4.031 0.107 -0.068
H -5.422 1.093 0.328
H -6.084 -0.310 2.909
H -5.529 0.373 5.228
H -3.570 1.832 5.610
H -2.377 3.669 4.366
H -1.438 3.216 2.940
H -1.067 2.491 4.498
H -3.249 3.326 -2.289
H -2.436 2.288 -4.433
H -1.159 0.129 -4.326
H -3.310 -2.165 -0.945
H -2.887 -1.391 0.568
H -3.950 -2.792 0.579
H -3.055 -4.862 1.049
H -1.131 -6.414 1.248
H 1.084 -5.703 0.412
H 2.459 -2.990 0.056
H 1.699 -2.683 -1.507
H 2.257 -4.306 -1.102
Cl 0.588 1.482 2.721

The value obtained for the LUMO energy is -0.8 eV. As for the total energy: -3224.78218 hartree. The spin multiplicity is 1. The calculation puts the relative energy (zero: lowest compared OMol25 entry of this formula, charge and spin) at 3.92 kcal per mole. The molar mass is 981.525 g/mol. For the largest force on an atom, the calculation gives 0.9 eV Å⁻¹.

Entry 5:
ORCA calculation (wB97M-V/def2-TZVPD) on an isolated molecule of C11H15NOS.

Geometry (Å):
C 1.184 1.749 0.916
C 1.105 0.196 0.706
C 2.156 2.475 0.528
C 2.457 -0.118 0.038
C 0.993 -2.658 0.399
C 2.908 -1.347 -0.281
C 0.041 -0.593 -0.203
C -1.410 1.412 -0.931
C -1.968 0.202 1.195
C -2.260 -0.828 -1.213
C -1.410 0.002 -0.201
N -0.018 -1.910 0.355
O 2.277 -2.484 -0.098
S 3.360 1.364 -0.244
H 0.279 2.139 1.342
H 0.981 -0.359 1.738
H 2.291 3.523 0.599
H 0.768 -3.573 0.799
H 3.777 -1.576 -0.897
H 0.411 -0.557 -1.267
H -0.751 1.274 -1.731
H -0.961 2.234 -0.334
H -2.434 1.628 -1.200
H -2.329 -0.705 1.629
H -1.376 0.852 1.892
H -2.839 0.773 1.021
H -1.840 -0.631 -2.254
H -3.329 -0.605 -1.331
H -2.063 -1.880 -0.974

The value obtained for the LUMO energy is 0.8 eV. The SMILES is CC(C)(C)[C@@H]1N=COC=C2SC=C[C@H]21. As for the total energy: -956.22120 hartree. The spin multiplicity is 1. The calculation puts the relative energy (zero: lowest compared OMol25 entry of this formula, charge and spin) at 91.59 kcal per mole. The molar mass is 209.314 g/mol. For the largest force on an atom, the calculation gives 5.7 eV Å⁻¹.

Entry 6:
ORCA calculation (wB97M-V/def2-TZVPD) on an isolated molecule of C6H9NO2.

Geometry (Å):
C 2.263 -0.691 -0.193
C 0.941 1.296 0.255
C -0.541 1.477 0.179
C -1.156 0.301 -0.082
C -0.040 -0.781 -0.344
C -2.569 0.021 -0.188
H 2.177 -1.166 0.839
H 2.390 -1.561 -0.777
H 3.191 -0.082 -0.417
H 1.424 2.122 -0.268
H 1.159 1.265 1.366
H -1.160 2.445 0.285
H -0.206 -1.426 0.595
H -0.241 -1.437 -1.192
H -2.298 -1.565 0.686
N 1.033 0.045 -0.474
O -3.083 -1.084 0.423
O -3.283 0.820 -0.694

The value obtained for the LUMO energy is 0.6 eV. The SMILES is CN1CC=C(C(=O)O)C1. As for the total energy: -439.20188 hartree. The spin multiplicity is 1. The calculation puts the relative energy (zero: lowest compared OMol25 entry of this formula, charge and spin) at 46.74 kcal per mole. The molar mass is 127.143 g/mol. For the largest force on an atom, the calculation gives 5.4 eV Å⁻¹.

What did the first record say?
ORCA calculation (wB97M-V/def2-TZVPD) on a structure of composition C25H47AlAsN6OSe2Si3.

Geometry (Å):
Al 0.218 -0.058 0.259
Se -3.284 0.665 0.989
Se -3.281 -0.762 -0.784
C -2.074 -2.139 -0.159
C -2.520 -3.457 -0.166
C -1.671 -4.463 0.258
C -0.387 -4.120 0.677
C -0.028 -2.791 0.658
N -0.844 -1.815 0.250
C -2.010 2.048 0.512
C -2.438 3.372 0.532
C -1.533 4.382 0.249
C -0.226 4.029 -0.079
C 0.117 2.695 -0.076
N -0.745 1.718 0.232
H -3.532 -3.669 -0.474
H -1.998 -5.492 0.273
H 0.306 -4.869 1.021
H 0.958 -2.450 0.967
H -3.470 3.594 0.760
H -1.835 5.417 0.276
H 0.500 4.788 -0.325
H 1.120 2.352 -0.320
C -1.832 0.390 4.134
N -0.467 -0.066 4.268
C 0.412 -0.260 3.301
N 1.649 -0.625 3.642
O 0.136 -0.105 2.055
H -2.182 0.729 5.104
H -2.484 -0.413 3.787
H -1.882 1.220 3.431
H -0.157 -0.232 5.216
H 1.910 -0.769 4.604
H 2.350 -0.756 2.927
C -0.545 -2.038 -4.805
N -0.530 -1.071 -3.742
C -0.986 0.208 -3.829
C -0.773 0.782 -2.614
N -0.191 -0.133 -1.778
C -0.063 -1.240 -2.508
H -1.379 -1.828 -5.471
H -0.650 -3.048 -4.412
H 0.380 -1.987 -5.384
H -1.429 0.620 -4.713
H -1.016 1.779 -2.313
H 0.367 -2.158 -2.155
C 3.532 -3.246 -0.842
Si 4.047 -2.044 0.548
C 5.915 -1.742 0.682
C 3.528 -2.799 2.242
As 2.739 0.019 -0.040
Si 3.485 0.407 -2.369
C 2.984 -0.967 -3.607
C 2.717 2.038 -3.007
C 5.376 0.485 -2.198
Si 3.658 1.982 1.197
C 5.316 1.580 2.032
C 2.385 2.414 2.565
C 3.892 3.448 0.002
H 3.751 -4.276 -0.579
H 4.080 -3.036 -1.756
H 2.467 -3.187 -1.065
H 6.394 -2.627 1.092
H 6.155 -0.920 1.346
H 6.387 -1.543 -0.272
H 3.934 -3.806 2.274
H 2.462 -2.901 2.427
H 3.979 -2.270 3.078
H 2.272 -0.584 -4.329
H 2.564 -1.858 -3.155
H 3.856 -1.279 -4.173
H 1.678 2.168 -2.712
H 2.749 2.062 -4.093
H 3.275 2.904 -2.671
H 5.819 -0.499 -2.308
H 5.686 0.885 -1.237
H 5.812 1.109 -2.971
H 5.264 0.744 2.724
H 5.640 2.446 2.603
H 6.098 1.379 1.307
H 2.595 1.874 3.483
H 1.354 2.217 2.277
H 2.457 3.469 2.810
H 4.650 3.227 -0.744
H 4.245 4.314 0.557
H 2.988 3.752 -0.516

The value obtained for the LUMO energy is -8.3 eV. As for the total energy: -9533.59423 hartree. The spin multiplicity is 1. The molar mass is 791.774 g/mol. The total charge is +3. For the largest force on an atom, the calculation gives 1.5 eV Å⁻¹.

> The lowest total energy belongs to which entry?

C25H47AlAsN6OSe2Si3

Copy entry 3 word for word.
ORCA calculation (wB97M-V/def2-TZVPD) on a structure of composition C6H18CsO6.

Geometry (Å):
Cs -0.525 0.683 -1.781
C 1.939 3.853 -1.272
C 2.522 2.721 -0.464
O 1.457 1.893 0.054
O 1.424 4.900 -0.456
H 1.122 3.449 -1.887
H 2.687 4.321 -1.905
H 3.168 3.078 0.339
H 3.162 2.075 -1.076
H 1.435 1.974 1.011
H 0.637 4.591 0.002
C -3.886 -0.715 -0.389
C -3.196 -0.403 0.904
O -2.097 0.491 0.678
O -3.007 -1.312 -1.346
H -4.331 0.177 -0.834
H -4.726 -1.386 -0.175
H -2.836 -1.340 1.355
H -3.889 0.038 1.627
H -1.764 0.797 1.526
H -2.487 -1.976 -0.876
C 1.861 -3.211 0.714
C 1.023 -1.963 0.561
O 0.271 -1.952 -0.661
O 1.055 -4.363 0.660
H 2.411 -3.135 1.654
H 2.573 -3.267 -0.121
H 1.682 -1.089 0.676
H 0.293 -1.921 1.373
H 0.897 -2.150 -1.370
H 1.124 -4.858 1.479

The value obtained for the LUMO energy is -2.9 eV. As for the total energy: -710.76459 hartree. The spin multiplicity is 1. The calculation puts the relative energy (zero: lowest compared OMol25 entry of this formula, charge and spin) at 0.00 kcal per mole. The molar mass is 319.109 g/mol. The total charge is +1. For the largest force on an atom, the calculation gives 0.7 eV Å⁻¹.